No. 1
{"formula": "C7H16N4OS", "method": "ωB97M-V with the def2-TZVPD basis set", "symbols": ["C", "S", "O", "C", "N", "N", "C", "C", "N", "C", "N", "C", "C", "H", "H", "H", "H", "H", "H", "H", "H", "H", "H", "H", "H", "H", "H", "H", "H"], "xyz": [[4.069121, 0.982769, -0.213795], [3.355599, -0.650812, -0.088565], [1.686499, -0.228056, -0.405340], [0.614762, -0.550332, 0.419108], [1.015086, -1.283471, 1.547049], [-0.350180, -1.458366, -0.305934], [-1.435666, -1.126960, -0.978354], [-2.289548, -2.138611, -1.613664], [-1.721348, 0.193513, -1.127862], [-1.021995, 1.169613, -0.498250], [-1.145812, 2.419615, -0.870431], [-0.211044, 0.779289, 0.687418], [-1.180795, 0.597432, 1.873674], [5.144806, 0.822539, -0.156419], [3.757047, 1.620198, 0.608723], [3.825383, 1.429184, -1.174075], [0.294039, -1.508485, 2.215270], [1.856563, -0.953171, 1.997661], [-0.088212, -2.439177, -0.248490], [-1.707660, -2.992844, -1.958018], [-2.852421, -1.731721, -2.451282], [-3.014125, -2.528324, -0.892573], [-2.458762, 0.444074, -1.785103], [-0.659421, 3.164323, -0.384221], [-1.731784, 2.709439, -1.646094], [0.504189, 1.569992, 0.926619], [-0.617639, 0.519238, 2.799946], [-1.799195, -0.290413, 1.755575], [-1.837479, 1.459525, 1.967435]], "forces_ev_per_angstrom": [[-0.50, 0.07, 0.03], [-0.56, -0.14, 0.04], [-0.43, 0.12, -0.31], [0.59, 0.79, 0.28], [-0.21, -0.16, 0.10], [-1.05, 0.15, -0.69], [2.08, -0.67, 0.75], [-0.35, -0.34, -0.24], [-0.45, 0.56, -0.30], [0.30, 1.04, 0.16], [-0.09, -0.89, 0.07], [0.36, -0.44, 0.17], [-0.14, 0.19, -0.09], [0.10, -0.09, 0.00], [0.08, 0.04, 0.05], [0.09, 0.00, -0.06], [-0.07, -0.01, 0.05], [0.18, 0.05, -0.10], [-0.09, -0.07, -0.03], [0.09, 0.07, -0.01], [0.02, 0.04, -0.04], [-0.01, 0.12, 0.12], [0.13, -0.14, 0.13], [0.07, -0.12, 0.07], [-0.01, -0.01, -0.02], [-0.01, -0.11, -0.17], [0.06, -0.02, -0.04], [-0.08, -0.07, 0.03], [-0.07, 0.04, 0.05]], "lowdin_charge": [-0.36, 0.98, -0.40, -0.57, 0.13, 0.25, -0.21, 0.07, 0.22, -0.19, 0.31, -0.16, 0.00, 0.06, 0.04, 0.05, 0.11, 0.09, 0.19, 0.12, 0.11, 0.13, 0.20, 0.17, 0.17, 0.17, 0.11, 0.10, 0.10], "lumo_energy_ev": -8.71, "e_tot_ha": -968.18436, "charge": 2, "smiles": "CSO[C@]1(N)[NH+]=C(C)NC(=[NH2+])[C@H]1C", "homo_energy_ev": -15.14, "de_lowest_kcal_mol": 0.0, "largest_force_ev_per_a": 2.313, "mol_weight_da": 204.3, "homo_lumo_gap_ev": 6.43}

***

No. 2
{"formula": "C12H23ClNO6P2S", "method": "ωB97M-V with the def2-TZVPD basis set", "symbols": ["O", "P", "O", "O", "P", "C", "C", "C", "O", "C", "C", "C", "C", "S", "O", "O", "Cl", "H", "H", "H", "H", "H", "H", "H", "H", "H", "H", "H", "H", "H", "H", "H", "H", "H", "H", "N", "C", "C", "C", "C", "C", "H", "H", "H", "H", "H"], "xyz": [[1.155926, -3.250331, 0.828373], [1.049968, -1.803921, 0.837534], [-0.190535, -1.245803, 1.620594], [2.344817, -1.013669, 1.277906], [0.740604, -1.402049, -1.312140], [-1.008327, -1.652200, -1.715420], [-2.023189, -0.869307, -0.863486], [-1.854533, 0.634507, -0.840670], [-0.808094, 1.010978, 0.076051], [1.358838, 0.127932, -2.060189], [2.712321, 0.641503, -1.554786], [3.886686, -0.258156, -1.941895], [5.226664, 0.481597, -1.810394], [6.458258, -0.474681, -0.962321], [7.691027, 0.229789, -0.949672], [6.374948, -1.823110, -1.415879], [5.700100, -0.414739, 0.931238], [-0.185383, -0.315254, 1.892696], [2.202606, -0.248683, 1.855207], [1.470197, -2.426255, -1.914783], [-1.123255, -1.438179, -2.781141], [-1.183395, -2.723509, -1.583950], [-2.059412, -1.279374, 0.142209], [-3.008594, -1.062736, -1.292807], [-2.795307, 1.115844, -0.566951], [-1.600854, 0.995980, -1.845877], [-0.796514, 1.974913, 0.137351], [1.465845, -0.115720, -3.123961], [0.601036, 0.902618, -1.987855], [2.707174, 0.822263, -0.479735], [2.857575, 1.618710, -2.023908], [3.910212, -1.163381, -1.331777], [3.770710, -0.540402, -2.990216], [5.689329, 0.692203, -2.776094], [5.125099, 1.422996, -1.270674], [-4.821086, 0.673697, 1.391990], [-6.050472, 0.726121, 1.900616], [-6.323122, 1.148305, 3.194117], [-5.268208, 1.535622, 4.003818], [-3.981902, 1.487168, 3.487925], [-3.820868, 1.052394, 2.183153], [-6.852220, 0.414371, 1.241699], [-7.341879, 1.171074, 3.554550], [-5.444512, 1.869393, 5.017653], [-3.127369, 1.780121, 4.082523], [-2.830907, 0.991363, 1.739379]], "forces_ev_per_angstrom": [[-0.03, -0.09, -0.13], [0.12, -0.56, 0.24], [0.30, 0.15, 0.29], [-0.33, 0.32, 0.01], [-0.09, 0.53, -0.06], [-0.07, -0.19, 0.21], [-0.19, 0.01, -0.20], [-0.06, 0.20, -0.20], [0.10, 0.00, 0.00], [0.32, 0.07, -0.17], [0.12, 0.17, -0.18], [0.04, 0.27, -0.07], [-0.20, 0.08, 0.07], [0.21, -0.10, -0.41], [-0.02, 0.12, 0.09], [-0.07, -0.02, 0.13], [-0.07, -0.05, 0.21], [-0.28, -0.01, -0.31], [0.23, -0.10, -0.02], [0.00, -0.13, 0.08], [0.07, 0.06, 0.00], [0.01, 0.01, -0.04], [0.00, 0.12, 0.08], [0.05, -0.05, -0.03], [0.01, -0.13, 0.18], [-0.02, -0.02, 0.01], [-0.01, -0.11, -0.02], [-0.12, -0.01, 0.01], [-0.11, -0.09, 0.18], [-0.05, -0.05, 0.02], [-0.04, -0.02, 0.01], [-0.07, -0.07, -0.10], [0.00, -0.25, 0.08], [0.00, -0.02, 0.01], [0.14, -0.02, 0.03], [0.06, 0.00, -0.08], [-0.01, -0.01, -0.02], [0.02, 0.00, 0.00], [-0.01, 0.01, 0.00], [-0.07, 0.00, -0.01], [0.10, -0.06, -0.01], [-0.02, 0.01, 0.01], [-0.01, -0.01, -0.01], [0.00, 0.00, 0.00], [0.00, 0.00, 0.00], [0.04, 0.05, 0.10]], "lowdin_charge": [-0.24, 0.32, -0.11, -0.13, 1.04, -0.30, -0.21, -0.24, -0.12, -0.32, -0.25, -0.24, -0.29, 0.34, -0.31, -0.31, 0.42, 0.09, 0.11, 0.06, 0.11, 0.11, 0.10, 0.13, 0.11, 0.12, 0.11, 0.11, 0.07, 0.10, 0.13, 0.09, 0.12, 0.12, 0.10, 0.05, -0.14, -0.06, -0.07, -0.07, -0.17, 0.11, 0.11, 0.11, 0.10, 0.07], "lumo_energy_ev": -3.14, "e_tot_ha": -2518.16678, "charge": 1, "homo_energy_ev": -12.15, "de_lowest_kcal_mol": 0.0, "largest_force_ev_per_a": 0.622, "mol_weight_da": 406.8, "homo_lumo_gap_ev": 9.00}

***

No. 3
{"formula": "C2H2CdO3", "method": "ωB97M-V with the def2-TZVPD basis set", "symbols": ["H", "O", "O", "C", "C", "Cd", "O", "H"], "xyz": [[0.007602, 0.115352, 1.300112], [-0.967556, -1.117107, -0.569021], [0.288190, -1.691725, -0.183689], [-0.524358, 0.105411, -0.056165], [0.763466, -0.498289, 0.283662], [2.778280, 0.112993, -0.148532], [-0.940769, 1.190584, -0.618166], [-1.404853, 1.782781, -0.008198]], "forces_ev_per_angstrom": [[0.15, -1.56, 0.03], [0.38, 1.03, 1.66], [-0.05, -0.18, 1.10], [1.96, -1.55, -3.43], [-1.75, 1.55, -0.86], [0.06, -0.13, 0.27], [-0.21, 0.30, 1.35], [-0.53, 0.53, -0.12]], "lowdin_charge": [0.28, 0.22, 0.05, -0.38, -0.24, 1.65, 0.24, 0.19], "lumo_energy_ev": -13.06, "e_tot_ha": -469.83729, "charge": 2, "homo_energy_ev": -20.88, "de_lowest_kcal_mol": 0.0, "largest_force_ev_per_a": 4.244, "mol_weight_da": 186.4, "homo_lumo_gap_ev": 7.82}